This record from the Open Molecules 2025 dataset describes C24H59F4Mn2NO10P2 as an isolated structure in a non-equilibrium geometry. The level of theory is wB97M-V/def2-TZVPD.

Structure (ORCA input):
```
! wB97M-V def2-TZVPD RIJCOSX def2/J DEFGRID3
* xyz 2 11
Mn 2.61 2.00 2.72
Mn 2.30 1.78 -2.73
O 1.09 1.42 -1.13
P 0.26 1.35 0.15
O 0.91 1.64 1.50
F -0.29 -0.17 0.23
F -1.06 2.27 -0.04
O 3.67 1.00 1.18
P 4.33 0.64 -0.11
O 3.82 1.25 -1.38
F 4.25 -0.93 -0.30
F 5.91 0.94 0.00
C 0.70 -1.66 3.49
C 1.51 -0.77 4.40
C 2.34 -1.54 5.38
O 2.47 -0.01 3.67
H 0.42 -1.08 2.62
H -0.25 -1.92 3.95
H 1.27 -2.54 3.20
H 0.85 -0.05 4.89
H 1.74 -2.29 5.90
H 2.86 -0.89 6.09
H 3.08 -2.04 4.76
H 3.03 -0.67 3.25
C -4.30 5.69 0.42
C -2.98 4.96 0.13
C -1.78 5.51 0.88
O -3.17 3.57 0.39
H -5.16 5.24 -0.08
H -4.21 6.72 0.10
H -4.54 5.65 1.48
H -2.70 5.00 -0.93
H -0.88 4.98 0.55
H -1.83 5.42 1.97
H -1.56 6.55 0.65
H -2.28 3.21 0.39
C 0.41 4.89 4.69
C 1.53 3.87 4.91
C 1.71 3.50 6.41
O 1.28 2.67 4.24
H 0.47 5.74 5.36
H -0.57 4.48 4.95
H 0.41 5.18 3.64
H 2.44 4.30 4.51
H 2.78 3.31 6.48
H 1.08 2.67 6.73
H 1.39 4.29 7.08
H 0.52 2.28 4.68
C -1.07 3.77 -4.38
C -0.78 2.66 -3.35
C -1.79 1.50 -3.21
O 0.46 2.09 -3.71
H -0.29 4.53 -4.39
H -2.01 4.28 -4.17
H -1.21 3.36 -5.39
H -0.70 3.18 -2.40
H -1.53 0.79 -2.43
H -1.98 1.07 -4.20
H -2.76 1.93 -2.97
H 0.38 1.77 -4.61
C 3.69 -2.18 -3.12
C 2.64 -1.40 -3.93
C 1.56 -2.29 -4.47
O 1.96 -0.48 -3.06
H 4.51 -1.61 -2.66
H 4.04 -3.04 -3.69
H 3.19 -2.67 -2.28
H 3.11 -0.85 -4.75
H 1.98 -2.90 -5.27
H 0.70 -1.74 -4.85
H 1.18 -3.00 -3.73
H 1.18 -0.93 -2.71
C -0.29 -4.12 0.76
C -0.21 -4.33 -0.76
C -0.89 -5.69 -1.01
C -2.42 -5.57 -0.97
C -2.96 -4.43 -1.87
C -2.32 -3.08 -1.53
N -0.87 -3.26 -1.52
O -0.14 -2.08 -1.59
C -2.77 -2.18 -2.72
C -2.97 -2.49 -0.26
C 1.26 -4.49 -1.27
H -1.28 -4.30 1.15
H -0.04 -3.08 1.01
H 0.40 -4.77 1.31
H -0.58 -6.09 -1.98
H -0.65 -6.52 -0.34
H -2.73 -5.42 0.07
H -2.87 -6.49 -1.34
H -4.05 -4.36 -1.95
H -2.67 -4.66 -2.90
H -2.34 -1.18 -2.57
H -2.27 -2.52 -3.62
H -3.82 -2.17 -2.99
H -2.61 -1.46 -0.21
H -4.04 -2.35 -0.38
H -2.77 -2.98 0.69
H 1.71 -5.31 -0.71
H 1.87 -3.65 -0.96
H 1.34 -4.69 -2.34
H -0.37 -1.56 -0.80
*
```

LUMO (spin up / spin down)	-6.2 / -6.6	eV
expectation value of S²	30.005
orbital gap (spin up / spin down)	6.20 / 5.75	eV
E_tot	-139894.315	eV
F_max	0.0728	Eh/bohr
E_HOMO (spin up / spin down)	-12.39 / -12.39	eV

***

This record from the Open Molecules 2025 dataset describes C24H60CrCs2N4O4P as an isolated structure in a non-equilibrium geometry. The level of theory is wB97M-V/def2-TZVPD.

Structure (ORCA input):
```
! wB97M-V def2-TZVPD RIJCOSX def2/J DEFGRID3
* xyz 2 4
Cr -0.89 0.14 25.15
Cs 0.91 5.56 23.30
Cs 2.75 2.57 27.29
P 0.63 1.78 24.55
O 1.61 2.94 24.33
O 0.66 1.00 25.93
O 0.48 0.42 23.83
O -0.91 1.99 24.69
C -0.91 -2.80 23.64
C -2.24 -2.16 24.02
N -2.33 -0.66 23.84
C -3.70 -0.28 24.24
C -3.91 1.18 24.65
C -2.08 -0.41 22.40
C -2.21 0.99 21.86
H -0.87 -3.82 24.00
H -0.05 -2.24 24.03
H -0.80 -2.87 22.56
H -3.09 -2.59 23.48
H -2.41 -2.35 25.08
H -4.39 -0.53 23.43
H -4.01 -0.97 25.04
H -4.96 1.44 24.58
H -3.56 1.43 25.66
H -3.41 1.89 24.00
H -2.73 -1.09 21.83
H -1.06 -0.72 22.14
H -1.62 1.72 22.41
H -3.25 1.32 21.86
H -1.89 1.05 20.82
C 5.93 1.35 19.67
C 4.82 0.39 20.11
N 3.63 1.11 20.63
C 2.88 0.32 21.63
C 2.03 -0.84 21.06
C 2.81 1.62 19.51
C 1.74 2.60 19.96
H 6.72 0.78 19.19
H 6.31 2.01 20.45
H 5.54 2.01 18.90
H 4.59 -0.18 19.21
H 5.23 -0.32 20.83
H 3.60 -0.12 22.32
H 2.24 0.96 22.24
H 1.14 -0.40 20.61
H 2.56 -1.37 20.27
H 1.68 -1.58 21.78
H 2.29 0.78 19.03
H 3.48 1.98 18.73
H 2.09 3.55 20.37
H 1.03 2.21 20.69
H 1.15 2.96 19.11
C 3.06 -1.49 25.21
C 2.28 -1.80 26.45
N 1.31 -2.88 26.32
C 0.67 -3.12 27.63
C -0.59 -3.95 27.46
C 1.79 -4.10 25.68
C 2.78 -4.87 26.59
H 3.54 -0.53 25.40
H 2.36 -1.40 24.38
H 3.81 -2.25 25.01
H 2.98 -1.99 27.28
H 1.73 -0.90 26.75
H 1.35 -3.54 28.38
H 0.38 -2.17 28.08
H -1.20 -3.68 26.59
H -0.47 -5.03 27.48
H -1.35 -3.76 28.23
H 2.19 -3.83 24.71
H 0.94 -4.71 25.38
H 3.55 -4.21 26.99
H 3.34 -5.65 26.07
H 2.24 -5.35 27.40
C 1.20 8.04 26.32
C 0.40 6.85 26.88
N -0.69 6.43 26.00
C -1.02 5.00 26.22
C -1.54 4.64 27.61
C -1.85 7.32 26.14
C -3.02 6.94 25.27
H 2.02 8.31 26.98
H 0.54 8.90 26.20
H 1.68 7.87 25.35
H 1.11 6.06 27.13
H 0.05 7.11 27.89
H -0.16 4.36 25.99
H -1.77 4.73 25.49
H -2.00 3.66 27.59
H -2.33 5.31 27.96
H -0.68 4.63 28.27
H -2.14 7.43 27.19
H -1.60 8.35 25.87
H -2.74 6.63 24.26
H -3.55 6.06 25.66
H -3.76 7.73 25.11
*
```

LUMO (spin up / spin down)	-6.5 / -5.9	eV
expectation value of S²	3.818
orbital gap (spin up / spin down)	5.49 / 6.11	eV
E_tot	-78808.459	eV
F_max	0.0623	Eh/bohr
E_HOMO (spin up / spin down)	-11.97 / -11.97	eV

***

This record from the Open Molecules 2025 dataset describes C24H60F8K3N4O32P4S8 as an isolated structure in a non-equilibrium geometry. The level of theory is wB97M-V/def2-TZVPD.

Structure (ORCA input):
```
! wB97M-V def2-TZVPD RIJCOSX def2/J DEFGRID3
* xyz -1 1
K -1.09 2.73 -5.11
K 1.63 4.55 -4.10
K 1.59 5.41 1.82
N -0.23 2.81 -2.59
S 0.36 1.30 -2.07
O -0.63 0.29 -2.24
O 1.32 1.06 -1.07
F 1.21 1.04 -3.43
S -0.61 3.30 -1.13
O 0.49 3.79 -0.37
O -1.64 2.57 -0.47
F -1.33 4.62 -1.56
N -0.55 6.82 2.53
S -1.41 6.09 3.79
O -2.28 5.01 3.52
O -1.64 6.97 4.87
F -0.15 5.19 4.30
S -1.87 7.15 1.68
O -2.79 8.04 2.30
O -2.33 6.11 0.82
F -1.20 8.19 0.66
N 4.29 4.39 -2.96
S 5.48 3.60 -3.74
O 5.13 2.35 -4.30
O 6.79 3.84 -3.28
F 5.40 4.59 -5.01
S 4.44 3.83 -1.48
O 5.52 4.22 -0.66
O 4.03 2.46 -1.39
F 3.18 4.63 -0.88
N 1.64 7.32 -3.54
S 0.27 7.66 -2.84
O -0.75 6.71 -3.19
O -0.06 9.00 -2.55
F 0.76 7.11 -1.39
S 1.43 8.47 -4.80
O 2.14 9.67 -4.55
O 0.26 8.48 -5.59
F 2.48 7.67 -5.74
C 5.17 0.47 1.15
C 3.70 0.60 1.39
O 3.54 0.76 2.83
P 2.44 1.71 3.38
O 2.43 3.07 2.84
O 2.69 1.57 4.93
C 1.84 2.38 5.76
C 0.89 1.44 6.50
O 1.07 0.96 3.18
C 0.09 1.34 2.16
C -0.81 2.42 2.69
H 5.69 1.43 1.24
H 5.66 -0.22 1.84
H 5.44 0.05 0.18
H 3.28 1.48 0.90
H 3.12 -0.27 1.08
H 2.40 2.99 6.47
H 1.24 3.14 5.26
H 0.31 0.87 5.77
H 1.48 0.84 7.19
H 0.19 1.97 7.15
H 0.65 1.70 1.30
H -0.45 0.43 1.88
H -1.57 2.75 1.99
H -1.41 2.05 3.54
H -0.17 3.18 3.13
C -3.73 -0.51 -1.87
C -3.41 -1.35 -0.64
O -4.70 -1.45 0.09
P -4.85 -0.52 1.36
O -3.83 -0.63 2.39
O -6.31 -0.84 1.85
C -7.43 -0.63 0.96
C -8.52 0.06 1.73
O -4.96 0.94 0.76
C -4.31 2.05 1.42
C -5.27 2.81 2.29
H -2.87 -0.70 -2.53
H -4.63 -0.88 -2.34
H -3.74 0.57 -1.74
H -3.09 -2.38 -0.80
H -2.67 -0.90 0.02
H -7.12 -0.01 0.12
H -7.69 -1.60 0.53
H -8.12 1.00 2.09
H -9.40 0.23 1.10
H -8.93 -0.52 2.56
H -3.39 1.74 1.91
H -3.93 2.71 0.63
H -6.09 3.25 1.70
H -5.71 2.10 2.99
H -4.85 3.69 2.78
C 0.40 -2.73 -3.64
C 1.66 -3.41 -4.13
O 2.26 -4.08 -3.01
P 3.77 -4.56 -3.16
O 4.05 -5.51 -4.21
O 4.51 -3.17 -3.30
C 4.40 -2.13 -2.31
C 4.71 -0.80 -2.92
O 4.11 -4.97 -1.68
C 3.88 -6.35 -1.29
C 5.12 -7.21 -1.37
H 0.65 -2.01 -2.85
H -0.07 -2.26 -4.50
H -0.28 -3.39 -3.11
H 1.46 -4.12 -4.93
H 2.36 -2.66 -4.51
H 3.37 -2.16 -1.94
H 5.10 -2.33 -1.51
H 3.90 -0.37 -3.53
H 4.79 -0.04 -2.14
H 5.62 -0.76 -3.53
H 3.49 -6.34 -0.26
H 3.00 -6.76 -1.81
H 4.82 -8.24 -1.57
H 5.72 -6.82 -2.20
H 5.69 -7.22 -0.45
C 0.40 -3.02 1.39
C 0.24 -4.44 0.94
O -0.75 -5.05 1.82
P -1.24 -6.52 1.62
O -0.43 -7.60 2.14
O -2.68 -6.52 2.25
C -3.72 -5.61 1.79
C -3.70 -4.27 2.51
O -1.50 -6.67 0.06
C -1.33 -7.94 -0.59
C -0.73 -7.70 -1.96
H 1.09 -2.44 0.77
H -0.56 -2.50 1.34
H 0.77 -3.05 2.41
H -0.13 -4.58 -0.07
H 1.16 -5.02 1.03
H -3.61 -5.46 0.71
H -4.67 -6.09 1.99
H -3.93 -4.34 3.57
H -2.75 -3.77 2.39
H -4.43 -3.60 2.05
H -0.70 -8.58 0.02
H -2.30 -8.42 -0.68
H 0.32 -7.40 -1.89
H -0.77 -8.57 -2.61
H -1.22 -6.86 -2.46
*
```

LUMO	-0.8	eV
orbital gap	7.12	eV
E_tot	-291908.525	eV
F_max	0.1099	Eh/bohr
E_HOMO	-7.89	eV